ORCA calculation (ωB97M-V/def2-TZVPD) on a gas-phase ion, C4H9N2 (charge +1) in a non-equilibrium geometry.

Values from the calculation:
frontier orbital gap: 8.6 eV
energy above the lowest of the compared OMol25 structures with the same formula, charge and spin: 2.383 eV
total energy: -267.01172 Ha
net charge: +1

Each line ends with the Mulliken charge.
Atoms and positions in Å:
C -0.74 0.02 0.34  0.032
C 1.59 0.26 0.44  0.374
C 2.89 -0.11 -0.16  -1.195
C -3.08 -0.09 -0.13  -0.606
N -1.72 -0.53 -0.26  -0.361
N 0.49 -0.07 -0.19  -0.086
H -0.74 0.67 1.20  0.223
H 1.45 0.74 1.45  0.341
H 3.76 -0.05 0.45  0.362
H 3.08 0.58 -0.91  0.405
H 2.78 -1.02 -0.82  0.337
H -3.22 0.67 0.68  0.310
H -3.34 0.42 -1.08  0.271
H -3.73 -0.96 0.10  0.247
H 0.54 -0.52 -1.12  0.346



ORCA calculation (ωB97M-V/def2-TZVPD) on a single C5H13N2O4P molecule in a non-equilibrium geometry.

Values from the calculation:
frontier orbital gap: 9.6 eV
energy above the lowest of the compared OMol25 structures with the same formula, charge and spin: 0.000 eV
total energy: -950.16224 Ha

Each line ends with the Mulliken charge.
Atoms and positions in Å:
C 0.00 -0.77 0.28  0.903
C 1.87 -0.33 -1.45  -1.149
C -0.99 1.67 -0.34  -1.606
C 1.49 -0.40 0.16  0.002
C -1.22 0.25 0.15  0.485
N 2.18 -1.63 0.60  -0.591
N -0.72 -0.16 1.44  -0.849
O -3.65 0.69 0.68  -0.575
O -3.01 -1.63 0.59  -0.572
O -0.30 -2.05 0.07  -0.550
O -3.49 -0.50 -1.64  -0.687
P -2.89 -0.37 -0.32  0.798
H 2.92 0.24 -1.46  0.334
H 1.10 0.39 -1.80  0.313
H 1.84 -1.21 -2.02  0.365
H -1.61 2.39 0.21  0.391
H -1.24 1.94 -1.39  0.377
H 0.02 2.08 -0.25  0.382
H 1.90 0.60 0.62  0.265
H 2.23 -1.58 1.62  0.208
H 3.12 -1.69 0.22  0.239
H 0.63 -2.37 -0.17  0.460
H -0.39 0.61 2.05  0.303
H -2.38 -1.59 1.37  0.409
H -4.58 0.80 0.42  0.344



ORCA calculation (ωB97M-V/def2-TZVPD) on a molecular structure, C21H19ClN6O4S2 in a non-equilibrium geometry.

Values from the calculation:
frontier orbital gap: 7.1 eV
total energy: -2696.95725 Ha

Each line ends with the Mulliken charge.
Atoms and positions in Å:
O 7.11 -0.19 -0.91  -0.466
C 6.05 -0.55 -1.03  0.617
N 4.98 0.30 -0.71  -0.297
C 4.88 1.47 -0.19  0.652
C 5.97 2.15 -0.34  -0.888
C 5.84 3.52 0.38  -0.234
C 4.63 3.97 1.05  -0.691
C 3.57 3.31 0.80  0.042
C 3.60 2.04 0.31  0.028
Cl 2.26 0.97 0.48  -0.157
H 2.61 3.85 1.37  0.150
H 4.57 5.19 1.18  0.209
H 6.80 4.05 0.19  0.298
H 6.88 2.03 -0.57  0.728
H 3.90 -0.24 -0.91  0.102
C 5.43 -1.98 -1.36  -0.626
H 4.75 -2.08 -2.18  0.414
H 6.35 -2.50 -1.79  0.347
S 5.01 -2.88 -0.17  -0.232
C 3.17 -2.63 -0.02  0.582
N 2.70 -1.79 -1.10  -0.636
N 1.35 -1.43 -0.95  -0.548
C 0.65 -2.05 -0.24  0.925
C -0.82 -2.08 0.10  0.298
C -1.80 -1.26 -0.91  -1.057
C -2.99 -1.62 -0.18  0.113
C -3.31 -2.72 0.87  -1.084
C -2.26 -3.09 1.43  -0.011
C -1.09 -3.07 1.09  -0.019
N 0.21 -3.65 1.47  -0.028
C 1.20 -3.00 0.61  0.533
N 2.44 -3.41 0.61  -0.519
H 0.31 -4.25 2.15  -0.009
H -2.51 -4.07 2.24  0.080
H -4.38 -2.72 1.19  0.441
S -4.42 -0.53 -0.80  1.300
O -4.01 -0.09 -2.23  -0.657
O -5.61 -1.57 -0.61  -0.798
N -4.70 0.40 0.43  0.090
C -6.18 0.86 0.78  -0.755
H -6.59 -0.23 0.72  0.376
C -6.65 1.91 -0.03  -0.401
H -7.61 2.16 0.02  0.530
O -5.70 2.81 -0.18  -0.433
C -4.44 2.65 -0.62  -0.642
H -3.58 3.44 -0.48  0.292
C -3.71 1.39 0.42  -0.813
H -2.69 1.01 0.08  0.399
H -3.68 1.98 1.30  0.417
H -4.43 2.29 -1.54  0.590
H -6.50 1.48 -1.34  0.186
H -6.09 1.13 1.67  0.486
H -1.45 -0.68 -1.58  0.778